(1)
{"formula": "C28H33N3O4PS3Ti", "method": "ωB97M-V/def2-TZVPD", "total_energy_ha": -3937.3210, "relative_energy_kcal_mol": 9.4, "total_charge": 1, "gap_ev": 4.84, "species": ["C", "H", "N", "H", "H", "C", "C", "H", "C", "C", "H", "H", "C", "C", "S", "C", "C", "O", "C", "H", "H", "H", "H", "S", "C", "C", "H", "H", "C", "C", "O", "S", "H", "O", "C", "H", "C", "C", "H", "C", "C", "H", "O", "H", "H", "C", "H", "H", "H", "C", "N", "H", "H", "C", "H", "H", "C", "N", "H", "H", "C", "H", "C", "P", "H", "C", "C", "H", "H", "H", "H", "Ti", "C"], "coordinates": [[3.705, 2.192, -1.764], [7.444, 1.335, -1.570], [0.290, -0.884, 0.759], [3.171, 4.924, -2.795], [-2.034, 2.849, 6.791], [2.390, 4.673, -3.504], [-0.512, 3.530, 5.409], [-4.371, 5.297, -1.663], [0.624, 3.191, -4.251], [-5.335, 5.183, 0.254], [3.705, 1.071, -3.614], [-2.419, 4.035, -1.310], [-0.833, -1.626, 0.763], [-1.454, 2.464, 5.954], [0.941, 0.730, -2.035], [0.472, 2.998, 4.366], [0.480, -5.206, 0.391], [3.809, -0.894, 0.469], [4.292, 1.432, -2.778], [-5.994, 5.993, -0.063], [6.098, 0.530, -3.478], [-0.897, 1.595, 6.310], [-4.573, 4.430, 2.161], [1.230, 3.408, -0.187], [2.168, 5.485, -4.601], [-0.194, 2.379, 3.146], [-3.523, 6.169, -0.420], [2.769, 6.372, -4.743], [0.416, 4.008, -5.352], [-1.671, 3.155, 1.317], [-0.632, -5.722, 0.241], [-1.723, 1.572, 0.614], [-0.841, 1.545, 3.418], [2.274, 0.672, 0.969], [-0.801, -2.998, 0.650], [-3.686, 3.118, -0.492], [-5.100, 5.296, 1.757], [1.184, 5.150, -5.525], [-1.699, -3.603, 0.638], [1.488, -1.534, 0.670], [-4.077, 5.243, -0.613], [-2.366, 5.033, 1.232], [1.635, -5.644, 0.447], [-6.047, 5.365, 2.289], [-0.917, 4.325, 2.775], [0.418, -3.653, 0.527], [-0.342, 3.746, -6.077], [6.399, 2.686, 0.210], [-1.763, -1.081, 0.860], [5.638, 1.127, -2.703], [-2.371, 4.132, 0.773], [2.543, -3.409, 0.493], [-4.527, 6.195, 2.001], [2.677, -0.629, 0.691], [-2.165, 2.120, 5.200], [3.990, 3.217, 0.105], [-3.132, 4.057, -0.482], [-0.965, 3.380, 2.420], [1.097, 2.226, 4.817], [-1.095, 4.362, 4.999], [1.592, -2.893, 0.552], [0.069, 3.964, 6.224], [5.808, 2.341, -0.627], [1.953, 2.528, -1.890], [-5.874, 4.257, 0.034], [4.457, 2.647, -0.688], [6.393, 1.582, -1.628], [1.022, 5.782, -6.387], [0.594, 1.975, 2.491], [0.023, 2.302, -4.117], [1.152, 3.789, 4.036], [0.659, 1.070, 0.246], [1.611, 3.528, -3.332]]}

=====

(2)
{"formula": "C28H33N5O", "method": "ωB97M-V/def2-TZVPD", "total_energy_ha": -1435.7193, "relative_energy_kcal_mol": 0.0, "gap_ev": 9.96, "species": ["H", "C", "C", "H", "C", "N", "H", "H", "N", "H", "H", "H", "C", "C", "C", "H", "C", "H", "H", "H", "N", "C", "H", "H", "C", "H", "H", "H", "H", "H", "C", "N", "H", "H", "C", "C", "C", "C", "C", "C", "H", "O", "H", "C", "C", "C", "C", "H", "H", "H", "C", "H", "C", "H", "H", "C", "C", "C", "H", "H", "H", "C", "C", "H", "C", "N", "H"], "coordinates": [[6.741, 13.496, 15.685], [8.379, 9.399, 7.420], [7.734, 9.526, 10.024], [10.411, 17.609, 13.544], [7.169, 10.351, 9.038], [12.559, 16.130, 12.401], [9.487, 13.031, 11.121], [6.965, 10.654, 17.809], [6.805, 16.356, 14.190], [8.715, 19.140, 14.388], [9.917, 8.040, 7.957], [12.980, 8.217, 10.304], [12.010, 14.156, 13.587], [8.136, 12.075, 12.470], [12.273, 14.032, 11.209], [6.485, 11.133, 9.326], [12.354, 15.444, 13.535], [12.316, 13.464, 10.255], [6.735, 11.080, 14.503], [8.877, 11.492, 12.965], [11.005, 10.247, 12.132], [11.944, 9.832, 11.278], [9.617, 9.534, 13.585], [5.328, 11.190, 18.349], [9.106, 8.647, 8.292], [12.455, 16.027, 14.461], [11.952, 6.518, 11.824], [11.772, 13.645, 14.486], [10.261, 7.216, 13.456], [4.918, 12.167, 12.477], [12.482, 15.424, 11.287], [7.476, 10.328, 7.751], [11.763, 12.387, 12.481], [6.090, 13.439, 17.278], [5.914, 10.724, 17.543], [10.768, 7.925, 12.847], [5.924, 11.494, 16.219], [7.749, 15.556, 13.685], [10.416, 9.284, 12.879], [8.440, 18.118, 14.181], [12.501, 10.578, 10.699], [6.790, 10.715, 15.419], [4.960, 11.606, 15.766], [7.179, 17.625, 14.385], [11.681, 7.554, 11.902], [6.613, 12.831, 16.556], [8.453, 12.922, 11.435], [5.275, 13.762, 10.617], [5.595, 9.702, 17.333], [9.338, 8.087, 10.313], [5.904, 12.441, 12.144], [7.616, 12.673, 16.924], [7.439, 13.510, 10.718], [9.799, 15.190, 13.020], [12.612, 15.972, 10.363], [9.083, 15.906, 13.427], [9.393, 17.235, 13.693], [12.045, 13.424, 12.405], [7.699, 14.115, 9.840], [7.423, 14.541, 13.490], [7.472, 9.645, 11.065], [8.742, 8.667, 9.627], [12.296, 8.508, 11.084], [6.446, 18.323, 14.784], [6.105, 13.330, 11.082], [6.887, 11.839, 12.842], [8.587, 9.273, 6.375]]}

=====

(3)
{"formula": "C28H33N5O2RhS", "method": "ωB97M-V/def2-TZVPD", "total_energy_ha": -2019.5316, "relative_energy_kcal_mol": 50.8, "total_charge": 1, "gap_ev": [5.93, 5.72], "species": ["H", "C", "Rh", "C", "H", "C", "C", "H", "C", "O", "C", "C", "H", "C", "C", "H", "H", "S", "N", "H", "H", "H", "C", "C", "C", "H", "H", "H", "H", "C", "H", "C", "C", "C", "H", "O", "H", "H", "H", "C", "C", "C", "C", "H", "H", "H", "H", "C", "N", "H", "N", "C", "C", "H", "H", "H", "C", "H", "C", "C", "N", "H", "H", "H", "N", "H", "H", "H", "C", "C"], "coordinates": [[2.946, -5.456, 1.887], [-1.910, 3.405, -1.508], [1.188, 0.400, 0.169], [-0.493, 3.878, -1.348], [3.292, 1.960, -0.903], [-0.649, -0.449, -1.760], [-0.326, 0.966, -2.173], [4.017, -4.590, -3.895], [4.638, -4.759, -1.836], [-0.669, 1.438, -3.224], [1.796, 3.489, -0.619], [0.563, 2.995, -1.080], [5.564, -4.876, -1.270], [2.046, 4.846, -0.675], [-0.202, 5.240, -1.394], [-2.099, 2.525, -0.889], [2.029, 0.145, 6.759], [3.056, -1.186, -0.329], [3.965, -3.521, -1.408], [3.975, -5.651, 0.475], [4.254, -2.695, -1.915], [4.106, -2.597, 3.656], [-1.421, -1.353, -2.457], [2.836, 2.527, -0.089], [2.354, -1.366, 3.735], [2.314, -7.518, 0.704], [5.459, -5.581, -3.646], [3.008, 5.233, -0.359], [-1.871, -1.047, -3.392], [-0.225, -2.003, -0.068], [-2.184, -3.361, -2.445], [1.307, -0.716, 3.060], [0.820, 0.569, 5.043], [1.836, -0.082, 5.719], [0.208, 1.300, 5.557], [0.445, -3.225, 1.877], [2.006, -6.610, -0.785], [-1.444, 0.349, 2.938], [5.575, -3.823, -3.548], [-0.565, 0.996, 3.001], [4.940, -4.681, -3.322], [2.010, -6.552, 0.304], [-0.968, -2.966, -0.722], [-2.127, 3.131, -2.540], [-1.071, -3.947, -0.280], [3.501, -2.079, 2.073], [-1.002, 5.935, -1.620], [2.955, -5.467, 0.797], [2.521, -4.130, 0.357], [2.401, 1.823, 0.672], [-0.104, -0.794, -0.598], [3.026, -3.328, -0.519], [0.561, 0.286, 3.712], [-0.288, 1.276, 1.983], [-2.602, 4.191, -1.211], [3.624, 3.062, 0.437], [0.446, -2.141, 1.280], [3.397, -1.538, 5.587], [3.210, -2.401, 3.069], [2.598, -1.029, 5.062], [0.948, -0.979, 1.702], [1.703, -3.790, 0.886], [3.989, -5.608, -1.633], [-0.846, 1.901, 3.538], [0.449, 1.590, -1.194], [1.273, 6.777, -1.203], [2.649, -3.329, 2.955], [0.993, -6.349, 0.642], [-1.585, -2.627, -1.922], [1.064, 5.719, -1.121]]}

=====

(4)
{"formula": "C28H33N7PdSSi", "method": "ωB97M-V/def2-TZVPD", "total_energy_ha": -2285.2314, "relative_energy_kcal_mol": 0.0, "total_charge": 2, "gap_ev": 7.41, "species": ["C", "N", "S", "H", "C", "H", "C", "C", "H", "H", "H", "H", "H", "H", "H", "H", "H", "C", "N", "H", "C", "N", "H", "N", "C", "C", "C", "C", "H", "C", "H", "H", "H", "Pd", "C", "H", "H", "H", "H", "H", "H", "H", "C", "H", "H", "C", "H", "Si", "C", "C", "C", "C", "N", "H", "C", "C", "H", "C", "H", "C", "H", "H", "C", "C", "C", "H", "C", "C", "C", "N", "N"], "coordinates": [[1.068, 1.460, 2.679], [3.448, 0.688, 0.073], [1.368, -0.952, 0.378], [1.370, -3.975, -3.246], [3.250, 2.000, 3.575], [0.468, -0.425, -5.488], [-0.442, -0.654, -3.565], [-4.504, 1.095, -1.965], [-1.907, 1.503, 3.489], [5.190, 0.121, 1.012], [-2.750, 0.317, 2.516], [4.180, 1.684, 4.029], [5.401, -0.631, -1.371], [3.844, 1.571, -0.219], [-0.983, 0.285, -3.602], [-0.166, -1.100, 4.361], [3.766, 4.081, 3.597], [-1.921, 1.021, 2.504], [-1.657, -2.081, 0.157], [-3.718, -0.774, -1.234], [1.039, -2.258, -4.493], [-2.341, 0.740, -1.045], [-1.509, -5.382, -0.392], [-0.152, -3.308, -1.196], [-0.150, -1.369, 3.300], [0.841, 2.822, 2.461], [0.365, -1.045, -4.609], [-2.769, -2.072, 0.928], [-5.463, 0.680, -2.240], [-1.240, -3.256, -0.340], [4.016, -1.710, -1.157], [-2.120, 1.802, 1.769], [1.625, 4.812, 2.610], [-0.707, -0.272, -0.213], [3.015, 3.348, 3.335], [0.221, -4.241, -1.284], [5.518, -2.006, -0.272], [-0.102, 3.161, 2.047], [-3.104, -1.096, 1.245], [1.685, -2.606, -5.288], [0.916, 3.885, -1.035], [-4.315, -3.124, 1.938], [1.810, 3.760, 2.779], [2.479, 0.012, 3.432], [-2.684, 3.939, -2.008], [-4.211, 2.431, -2.162], [-4.947, 3.099, -2.589], [-0.243, 0.215, 2.348], [-2.960, -4.432, 0.861], [0.870, -3.022, -3.358], [-0.619, 2.416, -1.034], [0.021, -2.539, -2.363], [1.478, 1.649, -0.493], [0.752, -1.948, 3.111], [-2.948, 2.907, -1.829], [-1.872, -4.452, 0.022], [-0.726, 4.527, -0.822], [2.133, 0.598, -0.060], [-0.192, 3.984, -2.412], [4.358, -0.369, 0.507], [-1.022, -1.997, 3.111], [3.848, -0.972, 1.259], [-2.024, 2.036, -1.282], [2.285, 1.063, 3.242], [-3.536, 0.279, -1.400], [-3.450, -5.355, 1.139], [-0.119, 3.783, -1.341], [4.851, -1.229, -0.645], [-3.441, -3.201, 1.309], [-0.612, -1.380, -2.451], [0.146, 1.458, -0.617]]}

=====

(5)
{"formula": "C28H34CrN4O3S", "method": "ωB97M-V/def2-TZVPD", "multiplicity": 2, "total_energy_ha": -2974.8578, "relative_energy_kcal_mol": 19.4, "total_charge": -1, "gap_ev": [6.82, 6.88], "species": ["C", "C", "C", "H", "C", "Cr", "H", "H", "H", "H", "C", "C", "H", "C", "O", "C", "H", "C", "H", "C", "H", "C", "S", "H", "N", "H", "H", "H", "C", "C", "C", "O", "H", "H", "H", "C", "C", "N", "C", "H", "N", "C", "C", "C", "C", "H", "C", "C", "C", "H", "H", "H", "H", "N", "H", "O", "H", "H", "H", "H", "C", "C", "H", "H", "H", "H", "H", "C", "C", "H", "H"], "coordinates": [[-0.993, -0.835, 1.735], [2.385, 0.858, -1.368], [0.217, -1.123, 3.913], [1.925, -1.353, 0.024], [-0.225, -2.299, -2.591], [0.563, 0.448, -1.956], [3.181, -1.720, 2.236], [-0.657, -3.522, 1.585], [4.393, 1.150, 0.404], [2.200, -0.271, 4.008], [-0.645, 2.671, -0.928], [-0.526, 1.800, 0.185], [-3.073, 3.176, 3.125], [4.591, 0.697, -0.569], [2.493, 2.067, -1.249], [-2.152, -0.813, -2.069], [5.355, -0.072, -0.481], [-0.005, -3.048, 2.326], [-3.950, 0.241, -1.566], [-2.374, 3.932, 2.759], [-2.504, 5.193, 0.338], [-3.525, -0.746, -1.705], [1.614, 0.760, -4.203], [3.681, -0.490, -5.465], [0.076, 0.588, -0.024], [0.186, -3.777, 3.123], [-1.599, -0.010, 2.100], [1.794, -3.499, 1.223], [-2.397, -3.258, -2.030], [-1.069, 2.304, 1.389], [-0.693, -1.803, 2.884], [3.426, 0.045, -1.064], [0.080, -3.278, -2.955], [-1.632, -2.091, 3.370], [-1.582, -1.338, 0.961], [1.002, -1.619, 0.541], [1.291, 0.251, 2.121], [3.519, -1.064, -4.656], [-1.581, -2.124, -2.184], [-2.073, 4.174, -2.888], [1.839, -1.751, -3.270], [2.227, -1.989, 2.701], [-1.346, 3.856, -0.892], [0.321, -0.347, 1.078], [-1.465, 4.691, -2.142], [2.227, 0.484, 1.603], [-3.729, -3.153, -1.706], [-4.281, -1.877, -1.524], [-1.775, 3.498, 1.443], [0.336, -2.092, -0.176], [4.912, 1.482, -1.255], [3.757, -2.039, -4.747], [-0.953, 1.774, 2.320], [0.674, -1.370, -2.625], [-1.947, -4.235, -2.173], [-1.485, 0.253, -2.304], [-1.598, 4.061, 3.517], [-4.340, -4.040, -1.602], [0.395, -1.797, 4.759], [-1.932, 5.652, -1.927], [-1.939, 4.268, 0.300], [1.549, -0.738, 3.260], [-2.912, 4.874, 2.652], [-0.275, -0.226, 4.304], [-0.482, 4.867, -2.582], [-0.164, 2.421, -1.874], [-5.321, -1.786, -1.232], [1.304, -2.622, 1.660], [2.338, -0.809, -3.998], [0.912, 1.190, 2.526], [2.434, -2.701, 3.508]]}

=====

(6)
{"formula": "C28H34F32N2O8", "method": "ωB97M-V/def2-TZVPD", "total_energy_ha": -4994.4353, "gap_ev": 9.20, "species": ["C", "C", "H", "F", "F", "F", "F", "C", "H", "F", "F", "O", "F", "C", "H", "N", "F", "C", "H", "H", "C", "H", "F", "H", "C", "C", "F", "F", "C", "F", "F", "C", "C", "F", "O", "H", "O", "F", "H", "H", "H", "H", "F", "C", "C", "H", "H", "C", "H", "C", "H", "F", "F", "F", "O", "H", "C", "F", "H", "H", "F", "H", "F", "C", "F", "F", "H", "F", "H", "N", "H", "C", "H", "H", "H", "C", "C", "O", "F", "H", "C", "H", "F", "O", "O", "H", "F", "F", "F", "C", "H", "C", "F", "C", "O", "C", "H", "H", "F", "H", "C", "C", "H", "C"], "coordinates": [[1.276, -5.662, 7.764], [-6.432, 3.815, -0.983], [-5.035, 6.024, -0.193], [2.624, -3.946, 8.539], [-1.808, 2.154, -3.403], [-0.038, -8.389, 6.322], [0.917, -0.869, -3.609], [-0.854, 3.769, -0.918], [-0.682, 2.963, -1.642], [-4.673, -0.971, -8.201], [4.215, 0.933, -6.524], [-6.934, 2.546, -1.175], [5.109, 0.931, 2.512], [1.744, -0.121, -2.844], [3.324, 1.336, -3.227], [-3.140, 4.134, -0.267], [-3.728, 0.895, -7.554], [0.899, -7.433, 6.130], [1.837, 2.969, 1.148], [-7.020, 4.529, -1.563], [2.515, -4.800, 7.478], [5.262, -2.672, 4.392], [3.624, -5.566, 7.451], [3.240, -0.439, -1.303], [2.481, -3.887, 6.250], [2.426, -1.168, 1.513], [0.323, -6.446, 5.423], [1.564, -8.449, 4.124], [2.671, -1.314, 3.017], [7.272, 0.660, 2.365], [1.886, -1.903, -1.307], [2.651, -1.024, -2.007], [4.869, -1.746, 3.980], [-2.042, 2.179, -5.581], [2.590, 0.709, -5.074], [-7.918, 1.065, -0.177], [-5.094, 3.969, -1.498], [3.532, -0.682, 0.900], [4.623, -1.110, 4.830], [-1.139, 4.656, -1.490], [-4.644, 6.366, 2.581], [2.727, -1.022, -7.133], [2.794, -2.069, -5.435], [-3.661, 4.772, 0.952], [2.033, -8.102, 5.342], [-7.236, 2.315, 0.879], [2.380, -8.991, 5.870], [-4.119, 3.278, -0.859], [1.695, 1.792, -3.680], [-3.964, 2.169, -4.197], [1.221, 4.176, -0.954], [7.169, -1.596, 3.781], [-4.804, 1.747, -5.167], [4.668, -0.050, -4.642], [3.707, -2.155, 3.281], [-1.316, 0.021, -3.991], [6.031, -1.164, 3.162], [-3.087, -2.377, -6.500], [-4.333, 1.842, -3.222], [-6.169, 1.109, 0.115], [4.541, -1.761, -6.719], [-4.333, 4.093, 1.500], [-4.445, -0.996, -5.518], [2.410, 0.970, -3.696], [3.652, -3.198, 6.200], [3.479, -1.746, -2.786], [1.231, -5.712, 8.851], [6.027, -1.672, 1.912], [-3.003, -0.352, -3.717], [-1.956, 3.373, -0.043], [0.183, 2.467, 1.382], [-2.543, 1.653, -4.441], [0.363, -5.166, 7.433], [2.166, -2.128, 1.070], [6.305, 0.773, 4.105], [-7.062, 1.725, -0.026], [3.387, -1.209, -6.284], [-2.241, -0.545, -5.649], [2.806, -0.116, 3.616], [1.658, -3.172, 6.317], [-3.337, -1.064, -6.273], [-1.698, 3.379, 0.933], [3.062, -7.248, 5.178], [1.313, -7.017, 7.365], [-4.058, 2.087, -0.885], [-3.615, 6.858, 0.456], [2.370, -4.595, 5.114], [0.972, 0.544, -1.935], [-3.941, 3.523, -4.218], [0.470, 3.985, -0.181], [-6.450, 4.106, 0.073], [-3.557, -0.435, -7.655], [1.548, -1.882, 3.524], [-2.315, 0.136, -4.408], [-5.159, 6.508, 1.782], [3.713, 0.112, -5.574], [-2.823, 5.000, 1.617], [0.398, 4.863, 0.470], [1.420, -0.293, 1.297], [-2.700, -0.643, -8.298], [0.907, 2.752, 0.612], [6.179, 0.359, 3.102], [1.024, 1.890, -0.043], [-4.373, 6.096, 0.663]]}

=====

Q: What is the formula in the first record?
A: C28H33N3O4PS3Ti